16
Properties=species:S:1:pos:R:3 method="wB97M-V/def2-TZVPD" lumo_ev=1.2 e_above_lowest_ev=2.624 charge=0 total_energy_ha=-288.68562 smiles="C/N=C/[C@@H]1C=CC1" spin_multiplicity=1 gap_ev=10.33
C -0.35 -2.52 0.14
N -0.30 -1.11 -0.12
C -0.61 -0.28 0.78
C -0.28 1.18 0.55
C -0.64 1.63 -0.85
C 0.60 1.50 -1.31
C 1.21 1.28 0.05
H 0.69 -2.86 0.23
H -0.78 -3.05 -0.73
H -0.90 -2.80 1.05
H -1.04 -0.59 1.75
H -0.56 1.80 1.41
H -1.61 1.82 -1.30
H 1.03 1.49 -2.31
H 1.80 0.37 0.21
H 1.75 2.14 0.44